No. 1
{"formula": "C23H35N3O4PdS2", "method": "ωB97M-V/def2-TZVPD", "e_lumo_ev": 0.52, "total_energy_ev": -62228.01675, "orbital_gap_ev": 8.048, "species": ["Pd", "N", "C", "C", "C", "N", "C", "C", "N", "C", "H", "H", "H", "H", "H", "H", "H", "H", "H", "H", "H", "H", "H", "H", "H", "H", "O", "S", "C", "C", "C", "C", "S", "O", "C", "C", "C", "C", "C", "C", "C", "C", "C", "C", "C", "C", "H", "H", "H", "H", "H", "H", "H", "H", "H", "H", "H", "H", "H", "H", "H", "H", "H", "H", "O", "C", "O", "H"], "xyz": [[1.176943, 0.365741, 0.714319], [1.113208, 3.254453, 3.897708], [-0.235670, 3.764155, 4.242171], [-1.166087, 2.639852, 4.682030], [-1.493277, 1.636608, 3.574036], [-0.340084, 0.749611, 3.331427], [-2.069364, 2.386577, 2.358957], [-1.321264, 3.660488, 1.898679], [-0.186652, 3.467316, 0.990578], [-0.884462, 4.526728, 3.085505], [1.358575, 2.502431, 4.533067], [1.788194, 3.999832, 4.022774], [2.304997, 2.289693, 2.597122], [-0.155612, 4.461634, 5.083453], [-2.097334, 3.109592, 5.018132], [-0.741902, 2.098187, 5.532642], [-2.284052, 0.989622, 3.960148], [-0.661814, -0.183549, 3.133919], [0.227363, 1.012155, 2.520767], [-3.094130, 2.685436, 2.609217], [-2.134661, 1.690208, 1.520446], [-2.051663, 4.246395, 1.334483], [0.632522, 3.144799, 1.478802], [-0.407419, 2.825608, 0.245604], [-1.767135, 5.026486, 3.497460], [-0.209532, 5.304527, 2.714635], [0.504364, 0.663671, -1.496857], [1.946005, 0.545799, -1.930134], [2.662771, -1.118444, -1.545336], [1.907657, -2.360217, -2.017331], [0.510095, -2.516303, -1.397949], [0.537539, -2.877457, 0.082061], [-0.971233, -2.285584, 0.939089], [-1.114100, -0.840196, 0.566343], [-2.171161, -3.182496, -0.048122], [-2.925762, -2.496481, -0.981003], [-3.839168, -3.201680, -1.754025], [-3.989136, -4.571490, -1.582133], [-3.236179, -5.246460, -0.627587], [-2.326483, -4.548117, 0.152112], [1.847072, 0.177290, -3.704492], [0.595777, -0.010649, -4.269311], [0.499457, -0.344730, -5.615426], [1.648398, -0.477499, -6.383820], [2.896805, -0.260301, -5.814203], [2.999763, 0.074784, -4.471855], [2.792964, -1.124618, -0.465064], [3.653515, -1.053403, -2.006383], [2.523585, -3.229921, -1.770089], [1.805789, -2.345773, -3.101994], [-0.050648, -3.274626, -1.944272], [-0.018446, -1.571087, -1.507377], [1.325180, -2.355098, 0.627313], [0.626093, -3.950661, 0.269816], [-2.785593, -1.426493, -1.092139], [-4.436583, -2.681727, -2.492394], [-4.703250, -5.117772, -2.186350], [-3.363590, -6.311897, -0.485260], [-1.737671, -5.055445, 0.911493], [-0.283166, 0.106428, -3.646867], [-0.475384, -0.498899, -6.061324], [1.570619, -0.742916, -7.431486], [3.790710, -0.347004, -6.419568], [3.973694, 0.257088, -4.028502], [2.946959, 2.224741, 1.868062], [3.043282, 0.925281, 1.453128], [2.734781, -0.058324, 2.177419], [3.784992, 0.854098, 0.653739]], "forces_ev_per_a": [[-0.248, -0.370, -0.090], [-0.165, -0.007, -0.042], [-0.058, -0.036, -0.040], [0.048, -0.116, 0.050], [0.237, 0.138, -0.063], [-0.048, 0.206, 0.159], [0.171, -0.072, -0.037], [0.130, -0.113, -0.013], [-0.230, 0.279, 0.212], [0.082, 0.009, -0.053], [-0.011, -0.003, 0.079], [0.054, 0.001, -0.003], [-0.275, 0.108, 0.183], [0.010, 0.036, 0.042], [0.031, -0.026, 0.023], [-0.006, 0.040, -0.016], [-0.044, -0.010, -0.002], [-0.109, -0.175, -0.096], [-0.254, 0.253, 0.346], [0.013, -0.017, 0.032], [-0.062, -0.021, -0.082], [-0.035, 0.027, -0.032], [0.184, -0.150, 0.070], [0.000, -0.232, -0.161], [0.029, 0.022, -0.014], [-0.062, -0.015, 0.021], [0.271, -0.022, 0.171], [0.318, -0.485, -0.612], [-0.213, 0.016, -0.083], [-0.148, 0.117, 0.126], [0.188, 0.022, 0.044], [-0.316, 0.119, -0.038], [0.174, -0.083, -0.024], [0.057, -0.111, 0.034], [0.107, -0.020, 0.045], [-0.008, 0.103, -0.066], [-0.029, -0.072, 0.002], [-0.018, 0.002, -0.006], [0.027, 0.052, 0.033], [0.048, 0.006, 0.014], [-0.173, 0.203, 0.021], [0.023, 0.008, 0.013], [0.059, 0.021, 0.034], [-0.085, -0.013, -0.016], [0.016, 0.012, 0.022], [0.041, 0.036, 0.039], [0.072, 0.068, 0.116], [-0.038, -0.021, 0.011], [0.044, -0.012, -0.023], [0.043, 0.009, -0.061], [0.010, -0.039, -0.036], [-0.116, 0.060, -0.034], [0.091, 0.006, 0.049], [-0.022, 0.044, 0.024], [0.008, -0.063, 0.023], [0.017, 0.000, 0.020], [0.025, 0.028, 0.015], [-0.002, 0.016, -0.007], [-0.068, -0.001, -0.064], [0.013, -0.019, -0.021], [0.030, 0.002, 0.003], [0.011, 0.024, 0.046], [-0.019, 0.005, 0.033], [-0.039, -0.010, -0.028], [0.394, -0.310, -0.165], [-0.155, 0.183, 0.152], [-0.098, 0.392, -0.233], [0.079, -0.029, -0.049]]}

No. 2
{"formula": "C25H50BFN2O12P3", "method": "ωB97M-V/def2-TZVPD", "e_lumo_ev": -2.92, "total_energy_ev": -85535.47964, "orbital_gap_ev": 8.722, "charge": 1, "species": ["C", "C", "O", "P", "O", "C", "C", "C", "C", "C", "C", "C", "C", "C", "C", "C", "C", "B", "O", "O", "O", "C", "N", "C", "O", "C", "C", "P", "O", "P", "O", "O", "O", "N", "C", "C", "F", "O", "C", "C", "H", "H", "H", "H", "H", "H", "H", "H", "H", "H", "H", "H", "H", "H", "H", "H", "H", "H", "H", "H", "H", "H", "H", "H", "H", "H", "H", "H", "H", "H", "H", "H", "H", "H", "H", "H", "H", "H", "H", "H", "H", "H", "C", "C", "C", "O", "H", "H", "H", "H", "H", "H", "H", "H"], "xyz": [[4.009218, -4.620544, 2.604721], [4.552355, -4.295656, 1.109348], [3.471455, -3.819367, 0.261237], [3.198881, -2.126274, 0.484745], [4.070546, -1.605939, 1.666302], [1.404460, -1.914204, 1.012330], [0.558942, -0.813542, 0.227500], [0.413025, 0.642645, 0.870192], [1.899356, 1.229476, 0.928492], [2.634930, 1.785098, -0.322893], [2.562850, 1.433016, -1.815503], [3.399806, 2.115192, -2.951166], [4.411420, 3.254864, -2.607497], [4.497303, 3.660313, -1.105345], [3.671255, 2.947355, -0.017382], [-0.487986, 1.481516, -0.213486], [-0.312033, 3.061765, -0.235770], [-0.231037, 3.507264, -1.834025], [0.898990, 4.312969, -2.265157], [-1.214234, 3.094637, -2.807135], [-1.867872, 1.044224, -0.267942], [-2.555766, 1.038288, 1.003937], [-2.941269, 2.417015, 1.465150], [-4.010158, 0.381692, 0.634677], [-5.030058, 1.379068, 0.376872], [-5.474456, 1.351660, -1.002927], [-1.767971, 0.195189, 2.175601], [-2.666672, 0.905074, 3.767212], [-4.188639, 0.940954, 3.704538], [-2.119699, -1.629683, 2.228049], [-3.346929, -1.857584, 3.154571], [-2.611038, -2.387412, 0.762118], [-0.957252, -2.686112, 2.844711], [-0.317595, 0.673872, 2.224202], [0.501240, 0.361905, 3.418676], [0.805737, 1.724088, 4.280750], [0.020111, -0.539166, 4.412781], [3.589954, -1.406780, -1.003532], [5.013430, -1.001716, -0.863578], [5.702759, -0.652632, -2.271472], [2.891978, -4.892663, 2.460278], [4.507584, -5.533563, 3.073459], [4.021457, -3.690213, 3.262905], [5.497595, -3.660941, 1.097749], [4.861296, -5.325403, 0.679964], [1.394350, -1.865011, 2.148343], [0.899362, -2.928907, 0.761998], [-0.454942, -1.259073, -0.040879], [1.094190, -0.713769, -0.794751], [2.625830, 0.471650, 1.428900], [1.848521, 2.086755, 1.712401], [1.821240, 0.645191, -2.146424], [3.318814, 1.834973, -4.053174], [5.044604, 3.795696, -3.395657], [5.204454, 4.517444, -0.835736], [3.808879, 3.331944, 1.060844], [-0.045794, 1.110522, -1.219201], [-1.172926, 3.704727, 0.142078], [0.630069, 3.499058, 0.233737], [1.229341, 4.852554, -1.503169], [-0.745015, 3.217015, -3.671421], [-2.147806, 2.917427, 1.894567], [-3.157854, 3.014581, 0.639197], [-3.916895, -0.215219, -0.355228], [-4.435281, -0.282684, 1.454671], [-6.320749, 2.137203, -1.079999], [-4.624320, 1.737154, -1.661921], [-5.938255, 0.358425, -1.341973], [-2.144391, 2.238486, 4.005489], [-2.365611, 0.094601, 4.933321], [-2.519091, -1.792137, -0.012283], [-1.222943, -3.618140, 2.632937], [-0.463692, 1.716192, 2.302002], [1.563665, -0.052685, 3.230536], [0.971865, 2.638534, 3.625700], [-0.122342, 1.867167, 4.933956], [1.682802, 1.494853, 4.982066], [5.003676, -0.040446, -0.242164], [5.650630, -1.833536, -0.382048], [5.903985, 0.475469, -2.339101], [5.162776, -1.072495, -3.183059], [6.749561, -1.145876, -2.267379], [-5.593797, -2.389109, -5.045357], [-5.080533, -1.725511, -3.777490], [-4.068161, -2.607027, -3.062320], [-6.176437, -1.458016, -2.904662], [-6.099089, -3.332549, -4.815171], [-6.328254, -1.750104, -5.542418], [-4.777515, -2.592000, -5.743273], [-4.620757, -0.764601, -4.025707], [-4.520336, -3.557912, -2.763249], [-3.716230, -2.122168, -2.146368], [-3.206053, -2.816542, -3.700850], [-6.590819, -2.301851, -2.678565]], "forces_ev_per_a": [[-0.967, 0.400, -0.886], [0.917, -2.474, 1.366], [-0.119, 3.461, 0.535], [2.940, -0.451, 2.143], [-2.407, -0.910, -3.089], [-0.899, -1.382, -0.998], [-0.023, -0.606, -0.371], [1.004, -1.028, -3.488], [0.312, 0.469, 2.048], [3.023, 3.169, -3.457], [1.342, 1.792, 0.571], [1.211, 1.893, 3.447], [-2.765, -2.155, 3.073], [-1.861, -2.452, -1.126], [-0.300, -0.413, -2.715], [1.002, -0.222, -0.626], [-0.334, 1.301, -0.960], [0.608, 0.695, -1.012], [-2.300, -0.619, 1.528], [3.173, 0.564, 1.162], [1.287, -0.233, 1.558], [-2.229, 0.566, -1.049], [1.980, -0.325, -0.214], [-1.009, -0.692, -0.706], [1.081, -1.028, -0.491], [-0.916, 1.237, -0.583], [-0.137, 1.136, -0.118], [-5.087, -0.635, 1.799], [3.179, 0.140, -0.360], [-5.414, -5.864, 2.460], [3.702, 1.866, -2.531], [1.987, 2.432, 1.439], [-0.610, 1.718, -1.810], [-0.400, 1.418, -0.890], [4.202, 0.724, 4.115], [-0.949, -1.095, 0.118], [-0.524, 1.021, -2.302], [-0.288, -1.340, 2.710], [1.518, 0.969, -0.752], [0.768, -0.273, 0.353], [1.756, 0.291, 0.250], [-0.446, 1.485, -0.630], [0.272, -1.379, -0.791], [-1.558, -0.510, 0.042], [-0.655, 1.770, 0.350], [0.259, 0.013, -1.594], [0.877, 1.604, 0.432], [1.228, 0.699, 0.476], [-0.969, 0.270, 1.721], [-1.291, 0.909, -0.857], [0.333, -1.104, -1.457], [1.158, 0.997, 0.317], [-0.173, 0.132, 1.901], [-1.189, -1.026, 1.335], [-1.206, -1.482, -0.209], [-0.301, -0.795, -1.857], [-0.846, 0.545, 1.793], [0.919, -1.267, -0.099], [-1.118, -1.036, -0.387], [-0.091, -0.903, -1.043], [-0.912, 0.056, 0.691], [-0.336, -0.309, -0.196], [-0.295, -1.085, 0.701], [0.268, 0.717, 1.701], [0.947, 0.838, -0.814], [1.401, -1.255, 0.262], [-1.083, -0.862, 0.528], [1.066, 1.255, 0.538], [0.433, -0.938, -0.500], [0.741, 0.568, -1.111], [-0.157, -0.458, 0.322], [0.046, 1.067, 0.109], [0.190, -0.919, 0.114], [-2.125, 0.466, -0.760], [-0.032, -1.181, 0.871], [1.354, 0.058, -0.840], [-1.235, 0.495, -1.245], [0.232, -1.654, -0.625], [-1.349, 1.378, -0.528], [-0.650, -1.716, -0.145], [0.512, 0.744, 1.316], [-1.694, 0.737, -0.015], [-0.049, 0.146, -0.243], [-0.193, -0.637, -0.001], [0.240, 0.053, 0.084], [0.024, 0.250, 0.148], [0.143, -0.001, 0.052], [0.130, -0.005, 0.048], [-0.077, -0.025, 0.027], [-0.185, 0.030, 0.142], [0.006, 0.032, -0.123], [-0.015, 0.046, -0.071], [-0.048, -0.029, 0.056], [0.045, 0.150, -0.077]]}

No. 3
{"formula": "C6H7N", "method": "ωB97M-V/def2-TZVPD", "e_lumo_ev": 0.27, "total_energy_ev": -7820.52484, "orbital_gap_ev": 10.229, "species": ["C", "C", "C", "C", "N", "C", "C", "H", "H", "H", "H", "H", "H", "H"], "xyz": [[-1.791647, -0.686328, 0.005211], [-0.636266, 0.190348, 0.456854], [0.709430, -0.554049, 0.688851], [1.455419, 0.367906, -0.255114], [2.643212, 0.546458, -0.606920], [-0.016937, 1.067450, -0.578089], [0.427937, 1.839994, -1.484691], [-1.529190, -1.242956, -0.901273], [-2.024554, -1.403524, 0.799133], [-2.686270, -0.092307, -0.200403], [-0.917673, 0.789824, 1.328033], [1.076447, -0.550048, 1.719277], [0.689052, -1.584305, 0.314386], [2.601040, 1.311537, -1.285254]], "forces_ev_per_a": [[-0.077, -0.024, -0.009], [-0.139, -0.070, 0.150], [0.105, -0.060, 0.058], [0.168, 0.296, -0.298], [-0.733, -0.042, 0.161], [0.299, 0.253, -0.300], [-0.556, -0.323, 0.347], [-0.026, 0.100, 0.148], [-0.033, 0.069, -0.124], [0.112, -0.083, 0.014], [0.009, -0.111, -0.076], [0.068, 0.020, -0.203], [0.051, 0.176, 0.042], [0.752, -0.202, 0.091]]}

No. 4
{"formula": "CH2FN2O2", "method": "ωB97M-V/def2-TZVPD", "e_lumo_ev": [4.19, 4.28], "total_energy_ev": -10856.88810, "orbital_gap_ev": [8.020, 7.954], "charge": -1, "species": ["C", "N", "N", "O", "O", "F", "H", "H"], "xyz": [[-1.362486, -0.085083, 0.080903], [0.881993, -0.939911, 0.092479], [1.521211, 0.120528, -0.072799], [1.032655, 1.265609, -0.125684], [2.769577, -0.063951, -0.179664], [-2.165156, -1.158198, -0.076639], [-1.279615, 0.531952, -0.789366], [-1.398179, 0.329055, 1.070768]], "forces_ev_per_a": [[1.501, -0.710, 0.088], [-2.600, -0.314, 0.161], [0.940, -0.317, -0.009], [-0.395, 0.923, -0.039], [0.799, 0.369, -0.119], [-0.344, -0.244, -0.032], [0.054, 0.170, -0.235], [0.044, 0.124, 0.186]]}